# C5H8N2

One molecule with the formula C5H8N2 (ωB97M-V/def2-TZVPD, OMol25).

- LUMO energy (eV) = 0.7
- highest occupied orbital energy (eV) = -6.8
- frontier orbital gap (eV) = 7.50
- DFT total energy (eV) = -8289.43838

Each line ends with the natural charge from an NBO analysis.
Geometry (Å):
C: 1.9870 1.4323 -0.5952  -0.6261
C: 0.8004 0.5081 -0.2756  -0.1765
C: 0.7303 -0.3910 0.7326  -0.1422
N: -0.5141 -1.0531 0.9328  -0.5976
C: -1.4540 -0.8518 -0.0009  0.2879
N: -2.6925 -1.3085 0.3435  -0.8370
C: -0.2005 1.1014 -1.0255  -0.0898
H: 2.2679 1.5937 -1.6522  0.2242
H: 1.8487 2.4098 -0.1188  0.2295
H: 2.8202 0.8990 -0.1686  0.2284
H: 1.5759 -0.6751 1.3383  0.2029
H: -0.6842 -1.4596 1.8615  0.3856
H: -3.5388 -1.1763 -0.1903  0.3972
H: -2.8141 -2.1083 0.9423  0.3604
H: -0.1321 1.0794 -2.1239  0.1530